The following is a DFT calculation (ωB97M-V/def2-TZVPD) of a 2-piece molecular cluster, C4H9N3 overall.

Output
Energy relative to the best compared isomer or geometry (same formula, charge and spin), eV: 4.1511
Total energy, hartree: -321.247868
Max |F|, eV/A: 5.33
Highest occupied orbital energy, Eh: -0.734
LUMO energy, hartree: -0.351
Frontier orbital gap, eV: 10.4109

```
! wB97M-V def2-TZVPD RIJCOSX def2/J DEFGRID3
* xyz 2 1
C 0.32606 -1.04795 1.54870
C 0.97531 1.42595 -2.17699
C 1.60352 -0.47930 1.59217
C -1.95959 0.03190 -0.57703
N 0.07537 0.89827 -1.49273
N -0.73715 -1.48413 1.60268
N -0.55403 0.37524 -0.62317
H 1.62755 0.93829 -3.02994
H 1.22249 2.46160 -2.04237
H 2.40028 -0.96542 1.18374
H 1.62404 -0.26273 2.75266
H 1.52514 0.48314 1.14338
H -2.25200 0.08930 0.37335
H -1.92235 -0.94834 -0.88901
H -2.57171 0.60824 -1.18586
H -1.38293 -2.12406 1.82042
*
```

The following is a DFT calculation (ωB97M-V/def2-TZVPD) of a 8-piece molecular cluster, C34H74N2O22P4 overall.

Output
Total energy, hartree: -4470.325581
Max |F|, eV/A: 5.30
Highest occupied orbital energy, Eh: -0.376
LUMO energy, hartree: 0.001
SMILES: CCOP(=O)(OCC)OCC.CCOP(=O)(OCC)OCC.CCOP(=O)(OCC)OCC.CCOP(=O)(OCC)OCC.O=C1OCCO1.O=C1OCCO1.CC#N.CC#N
Frontier orbital gap, eV: 10.2668

```
! wB97M-V def2-TZVPD RIJCOSX def2/J DEFGRID3
* xyz 0 1
C 6.88432 1.16433 9.90239
C 7.81352 1.44220 11.14401
O 7.42588 0.71790 12.25424
P 8.16170 -0.71676 12.71887
O 8.24393 -1.75178 11.59659
O 9.62072 -0.22235 13.33261
C 10.61783 -1.21151 13.72629
C 11.86550 -1.18419 12.74369
O 7.34456 -1.36091 14.01492
C 6.08244 -1.96747 13.98051
C 4.95679 -1.13024 13.55919
H 7.03471 2.03529 9.26450
H 7.20041 0.37047 9.22565
H 5.84195 1.16878 10.22103
H 8.88003 1.25427 11.02015
H 7.59157 2.46312 11.45476
H 10.96308 -0.88273 14.70650
H 10.11059 -2.17209 13.81623
H 12.44594 -0.26776 12.85028
H 12.51089 -2.04743 12.90614
H 11.44994 -1.08083 11.74133
H 5.98901 -2.85285 13.35164
H 5.81338 -2.40440 14.94218
H 4.06462 -1.74880 13.46165
H 4.71634 -0.42387 14.35376
H 5.06334 -0.67682 12.57372
C 13.19318 -12.91215 9.33854
C 12.59367 -12.35794 10.65832
O 12.57574 -10.90491 10.54457
P 13.82277 -9.99289 10.92886
O 15.13866 -10.68594 11.09385
O 13.87217 -8.80932 9.86432
C 12.78223 -7.86392 9.84239
C 13.01511 -6.50593 10.44798
O 13.22479 -9.44692 12.31332
C 13.81768 -9.35656 13.51054
C 12.99515 -8.34750 14.27802
H 13.27925 -13.99749 9.28632
H 12.53676 -12.48675 8.57943
H 14.03888 -12.26835 9.09685
H 11.65673 -12.89841 10.79307
H 13.24264 -12.59644 11.50095
H 12.69474 -7.69506 8.76911
H 11.86627 -8.33683 10.19660
H 13.99443 -6.03841 10.34581
H 12.39671 -5.80633 9.88562
H 12.56498 -6.53998 11.44011
H 13.79408 -10.30387 14.04918
H 14.83224 -9.00902 13.31561
H 12.75700 -7.33409 13.95492
H 12.11336 -8.98166 14.36964
H 13.20825 -8.22205 15.33961
C 13.60214 -2.88520 21.39891
C 14.76917 -2.11662 20.69272
O 14.60528 -1.98073 19.24986
P 15.82318 -2.18962 18.27605
O 16.13332 -3.56288 17.96778
O 16.89733 -1.30201 19.14977
C 16.52688 0.02433 19.38027
C 17.44725 1.04308 18.74152
O 15.45964 -1.29622 16.92272
C 16.35438 -1.35339 15.80545
C 15.66448 -1.62293 14.53834
H 13.61369 -2.63623 22.46003
H 12.72253 -2.52699 20.86406
H 13.86348 -3.91511 21.15585
H 14.67176 -1.12131 21.12627
H 15.69483 -2.51244 21.11057
H 15.49248 0.32914 19.22149
H 16.67064 0.00823 20.46062
H 18.47941 0.83762 19.02530
H 17.49619 0.94230 17.65730
H 17.22533 2.08583 18.96848
H 16.77952 -0.34982 15.81955
H 17.17258 -2.06008 15.94408
H 14.80217 -2.26020 14.73435
H 15.29036 -0.73952 14.02092
H 16.26231 -2.08914 13.75516
C 6.63537 -6.77197 19.15187
C 6.04834 -6.91451 20.56460
O 6.34208 -5.64936 21.24580
P 7.16361 -5.62328 22.69172
O 7.49022 -4.20212 23.00676
O 6.16248 -6.33634 23.75484
C 6.03265 -7.74401 23.72513
C 5.21583 -8.08065 24.93814
O 8.35117 -6.72256 22.42621
C 9.69651 -6.31612 22.71645
C 10.12558 -5.55819 21.47079
H 7.45119 -6.05670 19.04732
H 6.78461 -7.66806 18.54948
H 5.88824 -6.26235 18.54344
H 4.96464 -7.02814 20.53622
H 6.65470 -7.71527 20.98794
H 5.55634 -8.05062 22.79388
H 6.95832 -8.31927 23.70775
H 4.24738 -7.61150 25.11159
H 5.01502 -9.15122 24.97919
H 5.85218 -7.80779 25.77998
H 9.81730 -5.61615 23.54322
H 10.36537 -7.16660 22.84840
H 10.04526 -6.13991 20.55250
H 9.64799 -4.57858 21.48979
H 11.18779 -5.33113 21.56156
O 16.00352 -5.89697 20.86466
C 15.17416 -6.18823 21.66447
O 14.31277 -7.17297 21.47129
C 13.51531 -7.40083 22.62445
C 13.71052 -6.07814 23.45885
O 15.03202 -5.70293 22.95671
H 12.44694 -7.40608 22.40841
H 13.79848 -8.29660 23.17717
H 13.72255 -6.30125 24.52569
H 12.80062 -5.51050 23.26400
O 12.15768 -3.15646 16.12711
C 12.59618 -4.06165 16.86624
O 13.25515 -5.11147 16.44507
C 13.19010 -6.13416 17.46226
C 13.00221 -5.38469 18.77193
O 12.33552 -4.23779 18.20504
H 12.32620 -6.79533 17.39400
H 14.13209 -6.67392 17.55923
H 13.97927 -5.13612 19.18629
H 12.35580 -5.78281 19.55408
C 16.41354 -6.10019 15.74240
C 17.24607 -6.01099 14.53540
N 17.99751 -5.98971 13.67267
H 15.41442 -5.89773 15.35659
H 16.83012 -5.36919 16.43538
H 16.47963 -7.06927 16.23697
C 11.42584 0.17715 17.10271
C 12.21390 0.34737 18.37798
N 12.84876 0.51596 19.34541
H 10.60157 0.88218 17.21043
H 11.03103 -0.82524 16.93705
H 12.13381 0.50795 16.34280
*
```

The following is a DFT calculation (ωB97M-V/def2-TZVPD) of C36H56CuNP4 as an isolated structure.

Output
Energy relative to the best compared isomer or geometry (same formula, charge and spin), eV: 0.0000
Total energy, hartree: -4466.086575
Max |F|, eV/A: 0.79
Highest occupied orbital energy, Eh: -0.225
LUMO energy, hartree: 0.027
Frontier orbital gap, eV: 6.8681

```
! wB97M-V def2-TZVPD RIJCOSX def2/J DEFGRID3
* xyz 0 1
Cu 0.01357 -0.25746 -0.39730
C 4.11470 0.49119 0.95594
C 3.88790 -0.34351 -0.30203
C 4.14195 -1.81998 0.00422
P 2.22597 0.00582 -1.05009
C 2.48356 -0.37545 -2.84385
C 1.47153 0.38351 -3.68722
C 2.35413 -1.86656 -3.14347
C 2.18908 1.83392 -1.06600
C 3.27374 2.53981 -1.58666
C 3.26237 3.90889 -1.78001
C 4.45459 4.65137 -2.31532
C 2.07433 4.56752 -1.44590
C 0.98656 3.90909 -0.91497
C 1.00156 2.51207 -0.67934
N -0.04734 1.76359 -0.21918
C -1.20974 2.28299 0.32943
C -1.30153 3.43581 1.13020
C -2.51678 3.87185 1.63020
C -3.71006 3.19270 1.37720
C -5.02562 3.67460 1.92430
C -3.61308 2.02349 0.63472
C -2.40372 1.53729 0.15418
P -2.28340 -0.00517 -0.81660
C -2.99170 0.58114 -2.42671
C -3.03388 -0.49598 -3.50654
C -2.24797 1.81372 -2.93083
C -3.63904 -1.11157 -0.21812
C -3.84016 -1.10753 1.29212
C -3.36244 -2.54282 -0.68936
H 5.12725 0.31667 1.32686
H 3.42896 0.19199 1.74700
H 3.99256 1.55872 0.77964
H 4.60716 -0.01821 -1.06231
H 3.32397 -2.25600 0.57678
H 5.04351 -1.91602 0.61388
H 4.29534 -2.42108 -0.88989
H 3.49088 -0.02061 -3.09600
H 0.46622 0.10369 -3.37493
H 1.57955 0.10725 -4.73881
H 1.56963 1.46489 -3.59659
H 1.32329 -2.18653 -2.96843
H 3.00394 -2.49665 -2.54159
H 2.58297 -2.05916 -4.19408
H 4.17117 1.99376 -1.86725
H 5.17095 3.96558 -2.76956
H 4.98204 5.19962 -1.53076
H 4.16616 5.37809 -3.07690
H 1.99602 5.63588 -1.62168
H 0.08796 4.47268 -0.71699
H -0.40292 3.98655 1.36809
H -2.53904 4.77097 2.23734
H -5.03025 4.75819 2.04550
H -5.24542 3.23810 2.90162
H -5.85065 3.41469 1.25958
H -4.52291 1.46623 0.42642
H -4.02013 0.88171 -2.18845
H -2.03590 -0.90485 -3.68716
H -3.39010 -0.06546 -4.44513
H -3.69723 -1.32283 -3.25814
H -1.23234 1.56064 -3.21781
H -2.19583 2.60357 -2.18203
H -2.75102 2.21061 -3.81569
H -4.55588 -0.74716 -0.69770
H -2.88634 -1.19440 1.81002
H -4.44800 -1.96848 1.58059
H -4.32979 -0.20678 1.65651
H -2.56286 -2.97788 -0.08972
H -3.03744 -2.60814 -1.72591
H -4.25962 -3.15623 -0.57470
C 0.70199 0.91468 2.78337
P 0.10215 -0.71484 2.22275
C -1.03915 -1.10761 3.61545
C 1.43303 -1.91839 2.66825
C 2.42104 -1.56725 3.58866
C 3.40799 -2.46030 3.97436
C 3.39584 -3.75264 3.46068
C 2.39506 -4.11210 2.57311
C 1.41455 -3.20847 2.16245
P 0.08966 -3.73582 0.98620
C -0.54352 -5.22374 1.86278
C 1.08077 -4.54484 -0.32904
H 1.49698 1.27006 2.12834
H 1.02068 0.95544 3.82628
H -0.13908 1.59944 2.65231
H -0.47491 -1.20319 4.54486
H -1.57060 -2.04002 3.42452
H -1.77973 -0.31420 3.72898
H 2.44107 -0.56828 4.00510
H 4.17526 -2.15062 4.67200
H 4.15200 -4.46900 3.75348
H 2.38559 -5.12462 2.18614
H 0.23336 -5.95794 2.08777
H -1.30221 -5.70118 1.24067
H -1.02032 -4.92277 2.79649
H 1.76437 -5.30769 0.04848
H 1.65078 -3.79128 -0.87082
H 0.39772 -5.01351 -1.03897
*
```

The following is a DFT calculation (ωB97M-V/def2-TZVPD) of a 3-piece molecular cluster, C3H14NO2S2 overall.

Output
Energy relative to the best compared isomer or geometry (same formula, charge and spin), eV: 0.8849
Total energy, hartree: -1124.062915
Max |F|, eV/A: 2.37
Highest occupied orbital energy, Eh: -0.456
LUMO energy, hartree: -0.113
Frontier orbital gap, eV: 9.3301

```
! wB97M-V def2-TZVPD RIJCOSX def2/J DEFGRID3
* xyz 1 1
N 1.53904 -1.09003 1.45078
C 0.02501 -1.15111 1.32296
C -0.49989 0.23846 1.07782
S 0.39755 1.31302 -0.04773
S 0.56833 0.16267 -1.68461
C -0.81662 0.11470 -2.87573
H 2.09911 -1.53274 0.72968
H 1.78861 -1.63454 2.27578
H 1.92893 -0.18414 1.63269
H -0.33631 -1.64720 2.21819
H -0.16339 -1.79744 0.47792
H -1.58861 0.24368 0.94914
H -0.56148 0.80162 2.02416
H -0.93550 1.08757 -3.34977
H -1.72833 -0.18092 -2.36848
H -0.44702 -0.54373 -3.65500
H 4.93801 -1.21993 2.61619
H 4.83859 -0.63111 1.16160
O 4.33453 -0.96897 1.90747
H -5.68755 2.42556 -1.63530
H -4.89359 3.42298 -2.46360
O -4.79942 2.77160 -1.76417
*
```